The following is a quantum chemistry calculation of C5H5NOS as an isolated structure in a non-equilibrium geometry, from the Open Molecules 2025 dataset.

Positions of all 13 atoms, in Å:
C 0.3896 2.0483 -0.6959
C 0.4248 0.8030 -0.1484
C -0.8637 0.1841 -0.1839
C -0.8811 -1.2001 0.3011
C 1.0842 -1.2279 0.6412
N -1.8182 0.9207 -0.6759
O 1.4354 0.1029 0.4153
S -1.2375 2.3754 -1.1590
H 1.1655 2.7693 -0.8288
H -1.3964 -1.3947 1.2302
H -1.0533 -1.9570 -0.4501
H 1.2590 -1.5270 1.6659
H 1.4916 -1.8968 -0.1116

Calculated values
Energy above the lowest of the compared OMol25 structures with the same formula, charge and spin in kcal per mole: 50.2
DFT total energy in eV: -19636.8133
Lowest unoccupied orbital energy in eV: 0.9

Atom charges from the natural (NBO) analysis, given in e for atoms 1 to 4:
1 C -0.4861
2 C 0.2179
3 C 0.0985
4 C -0.4207

The following is a quantum chemistry calculation of one molecule with the formula C5H5NOS, from the Open Molecules 2025 dataset.

Positions of all 13 atoms, in Å:
S -3.3407 0.5481 0.5286
N -2.1898 -0.2535 -0.4112
C -0.9469 -0.1660 -0.2156
C -0.0306 -0.9308 -1.0186
C 1.3002 -0.7810 -0.8701
C 1.8003 0.1371 0.1395
C 0.9119 0.7849 0.9056
O -0.4356 0.6540 0.7596
H -2.6039 1.1803 1.4563
H -0.4967 -1.5767 -1.7684
H 1.9839 -1.3576 -1.4979
H 2.8550 0.2840 0.3039
H 1.1930 1.4772 1.6882

Calculated values
Energy above the lowest of the compared OMol25 structures with the same formula, charge and spin in kcal per mole: 37.4
DFT total energy in eV: -19637.3685
Lowest unoccupied orbital energy in eV: 0.4
SMILES: S/N=c1/cccco1

Atom charges from the natural (NBO) analysis, given in e for atoms 1 to 4:
1 S 0.1918
2 N -0.6194
3 C 0.4753
4 C -0.2461

The following is a quantum chemistry calculation of an isolated ion of composition C5H5O2 and charge -1 in a non-equilibrium geometry, from the Open Molecules 2025 dataset.

Positions of all 12 atoms, in Å:
C 0.9645 1.1367 -0.0041
C 1.7151 0.0242 0.0078
C -0.4555 1.1336 0.0065
C -0.2704 -1.4047 -0.1840
C -1.1385 -0.2490 0.1481
O 2.7985 -0.4999 0.0385
O -1.1439 2.1565 -0.0622
H 1.4412 2.1113 -0.0248
H -0.2409 -1.7357 -1.2117
H -0.1586 -2.1865 0.5488
H -1.4579 -0.3037 1.1971
H -2.0538 -0.1828 -0.4599

Calculated values
Energy above the lowest of the compared OMol25 structures with the same formula, charge and spin in kcal per mole: 35.7
DFT total energy in eV: -9360.1422
Lowest unoccupied orbital energy in eV: 4.3
Charge: -1

Atom charges from the natural (NBO) analysis, given in e for atoms 1 to 4:
1 C -0.6675
2 C 0.6631
3 C 0.5565
4 C -0.6693

The following is a quantum chemistry calculation of an isolated ion of composition C5H5S2 and charge -1 in a non-equilibrium geometry, from the Open Molecules 2025 dataset.

Positions of all 12 atoms, in Å:
C -0.9147 -0.3666 1.4856
C -0.1541 -0.0540 0.2505
C 1.2050 -0.2964 -0.1090
C 1.6397 0.1544 -1.3191
S 0.4166 0.9474 -2.2628
C -0.8739 0.6834 -1.1385
S -2.4164 1.3058 -1.2015
H -2.0186 -0.4222 1.2467
H -0.5445 -1.4654 1.9250
H -0.7893 0.2454 2.2599
H 1.8699 -0.8941 0.5593
H 2.5803 0.1624 -1.6960

Calculated values
Energy above the lowest of the compared OMol25 structures with the same formula, charge and spin in kcal per mole: 17.5
DFT total energy in eV: -26935.8218
Lowest unoccupied orbital energy in eV: 3.5
SMILES: Cc1ccsc1[S-]
Charge: -1

Atom charges from the natural (NBO) analysis, given in e for atoms 1 to 4:
1 C -0.6088
2 C -0.1455
3 C -0.2601
4 C -0.5428

The following is a quantum chemistry calculation of C5H6 as an isolated structure in a non-equilibrium geometry, from the Open Molecules 2025 dataset.

Positions of all 11 atoms, in Å:
C -1.1833 0.0038 -0.0559
C 0.0189 0.9592 -0.0371
C 0.0484 -1.0094 -0.0504
C 0.8780 0.0286 -0.7818
C 0.8400 -0.0728 0.7071
H -1.6489 -0.1265 0.9130
H -1.9239 -0.1325 -0.8366
H -0.2769 2.5861 0.1749
H 0.0529 -2.1373 0.0347
H 1.6117 -0.0305 -1.5593
H 1.5831 -0.0688 1.4916

Calculated values
Energy above the lowest of the compared OMol25 structures with the same formula, charge and spin in kcal per mole: 129.3
DFT total energy in eV: -5275.5931
Lowest unoccupied orbital energy in eV: 0.8

Atom charges from the natural (NBO) analysis, given in e for atoms 1 to 4:
1 C -0.3915
2 C -0.0815
3 C -0.2209
4 C -0.2947

The following is a quantum chemistry calculation of one molecule with the formula C5H6 in a non-equilibrium geometry, from the Open Molecules 2025 dataset.

Positions of all 11 atoms, in Å:
C 2.4748 0.0104 0.0349
C 1.1486 0.0685 0.0080
C -0.1772 -0.0184 0.0408
C -1.4461 -0.7151 0.0220
C -1.3995 0.7545 0.0445
H 3.1070 -0.2620 -0.9178
H 3.1973 0.2441 0.8141
H -1.7780 -1.4053 0.9091
H -1.7475 -1.2509 -0.9166
H -1.8185 1.3102 -0.9236
H -1.5610 1.2640 0.8848

Calculated values
Energy above the lowest of the compared OMol25 structures with the same formula, charge and spin in kcal per mole: 69.6
DFT total energy in eV: -5278.1828
Lowest unoccupied orbital energy in eV: 1.2
SMILES: C=C=C1CC1

Atom charges from the natural (NBO) analysis, given in e for atoms 1 to 4:
1 C -0.4962
2 C 0.1055
3 C -0.1133
4 C -0.4127

Q: Among the records above, which one has the lowest lowest unoccupied orbital energy?
A: number 2

Q: What is the formula in the sixth record?
A: C5H6

Q: Number 6 is which compound?
A: C5H6

Copy entry 2 word for word.
The following is a quantum chemistry calculation of one molecule with the formula C5H5NOS, from the Open Molecules 2025 dataset.

Positions of all 13 atoms, in Å:
S -3.3407 0.5481 0.5286
N -2.1898 -0.2535 -0.4112
C -0.9469 -0.1660 -0.2156
C -0.0306 -0.9308 -1.0186
C 1.3002 -0.7810 -0.8701
C 1.8003 0.1371 0.1395
C 0.9119 0.7849 0.9056
O -0.4356 0.6540 0.7596
H -2.6039 1.1803 1.4563
H -0.4967 -1.5767 -1.7684
H 1.9839 -1.3576 -1.4979
H 2.8550 0.2840 0.3039
H 1.1930 1.4772 1.6882

Calculated values
Energy above the lowest of the compared OMol25 structures with the same formula, charge and spin in kcal per mole: 37.4
DFT total energy in eV: -19637.3685
Lowest unoccupied orbital energy in eV: 0.4
SMILES: S/N=c1/cccco1

Atom charges from the natural (NBO) analysis, given in e for atoms 1 to 4:
1 S 0.1918
2 N -0.6194
3 C 0.4753
4 C -0.2461